Model i:
# C4H6FNO2

One molecule with the formula C4H6FNO2 (the ωB97M-V functional and the def2-TZVPD basis, OMol25).

Each line ends with the Mulliken charge.
CARTESIAN COORDINATES (ANGSTROEM)
N  0.689  1.585  -0.192  -0.5380
C  0.055  0.404  0.025  0.3047
C  1.055  -0.784  0.214  -0.1676
O  2.337  -0.658  -0.249  -0.5239
C  -1.286  0.285  0.158  0.1971
F  -2.121  1.301  0.009  -0.2625
C  -2.024  -0.995  -0.079  0.0528
O  -3.251  -0.669  -0.323  -0.5405
H  1.699  1.773  -0.163  0.2393
H  0.302  2.623  0.139  0.2787
H  1.054  -0.570  1.364  0.2283
H  0.727  -2.042  0.126  0.1769
H  2.411  -0.223  -1.239  0.3439
H  -1.648  -2.030  0.210  0.2107

Summary:
structure (SMILES) = N/C(CO)=C(\F)C=O
lowest unoccupied orbital energy = 0.18 eV
spin multiplicity = 1

***

Model ii:
# C4H6FNO2

C4H6FNO2 as an isolated structure (the ωB97M-V functional and the def2-TZVPD basis, OMol25).

Each line ends with the Mulliken charge.
CARTESIAN COORDINATES (ANGSTROEM)
C  2.192  -0.554  -0.134  -0.0821
C  0.972  -0.696  0.744  -0.8891
C  -1.241  -1.140  -0.203  0.1460
C  -0.624  1.295  0.302  0.0857
H  3.084  -1.170  0.460  0.2803
H  1.832  -1.105  -1.025  0.2248
H  1.254  -0.279  1.753  0.3375
H  0.928  -1.840  0.782  0.4066
H  -0.322  -2.052  -0.697  0.1592
H  0.205  1.955  0.732  0.3024
N  -0.267  -0.113  0.079  0.2572
O  -2.532  -1.067  -0.214  -0.4671
O  -1.754  1.693  -0.064  -0.4826
F  2.376  0.761  -0.509  -0.2787

Summary:
lowest unoccupied orbital energy = 0.11 eV
spin multiplicity = 1

***

Computed stability ranking, most favorable first: model ii, model i